Record 1
Molecular formula: C18H20BF4IrN3SeSi
Method: DFT, the ωB97M-V functional and the def2-TZVPD basis

Last column: Mulliken charge in e.
Cartesian coordinates (Å):
Ir -0.79 -0.19 -0.68  0.68
C -2.58 -3.97 0.44  -0.96
C -2.16 -4.07 1.76  -0.49
C -1.41 -3.04 2.31  -0.91
C -1.09 -1.95 1.53  0.79
N -1.49 -1.87 0.24  0.33
C -2.22 -2.85 -0.29  -0.03
C -0.30 -0.79 2.02  0.45
C 0.16 -0.56 3.30  -0.78
C 0.86 0.61 3.56  -0.83
C 1.09 1.54 2.55  -0.79
C 0.60 1.27 1.28  0.48
N -0.07 0.13 1.07  -0.07
C 0.73 2.11 0.07  0.84
C 1.42 3.30 0.02  -0.92
C 1.49 4.00 -1.18  -0.44
C 0.88 3.48 -2.30  -0.92
C 0.20 2.27 -2.19  0.16
N 0.13 1.61 -1.04  0.29
H -3.17 -4.75 -0.02  0.44
H -2.42 -4.93 2.35  0.47
H -1.08 -3.10 3.34  0.42
H -2.51 -2.71 -1.32  0.65
H -0.02 -1.28 4.09  0.44
H 1.23 0.80 4.55  0.45
H 1.63 2.45 2.76  0.44
H 1.90 3.69 0.91  0.40
H 2.03 4.94 -1.23  0.46
H 0.92 3.98 -3.25  0.41
H -0.31 1.82 -3.03  0.52
C 1.41 -4.58 -1.67  -1.03
Si 1.17 -2.99 -2.63  0.53
C -0.48 -3.02 -3.51  -0.97
C 2.56 -2.73 -3.83  -1.05
Se 1.37 -1.27 -1.09  -0.29
H 1.37 -5.44 -2.35  0.35
H 0.63 -4.70 -0.92  0.27
H 2.37 -4.59 -1.16  0.31
H -0.32 -3.45 -4.51  0.47
H -0.94 -2.04 -3.65  0.15
H -1.19 -3.67 -3.00  0.29
H 2.65 -3.60 -4.49  0.34
H 3.51 -2.61 -3.31  0.32
H 2.40 -1.85 -4.44  0.28
F -2.83 1.82 -2.67  -0.30
B -3.06 0.62 -2.09  0.46
F -2.82 0.73 -0.65  -0.38
F -4.22 -0.01 -2.33  -0.30
F -1.91 -0.28 -2.46  -0.42

Gap between HOMO and LUMO, eV: 6.6
Total charge: +1
LUMO level, eV: -4.20
Energy above the lowest of the compared OMol25 structures with the same formula, charge and spin, eV: 0.000

---

Record 2
Molecular formula: C3H5N3O4
Method: DFT, the ωB97M-V functional and the def2-TZVPD basis

Last column: Mulliken charge in e.
Cartesian coordinates (Å):
C 2.21 0.49 0.72  -0.58
C 0.88 0.78 1.00  -0.25
N 0.27 1.68 0.10  0.92
O -0.98 1.83 0.19  -0.60
O 0.95 2.36 -0.60  -0.55
H 2.76 -0.30 1.25  0.29
H 2.57 0.59 -0.24  0.31
H 0.30 0.32 1.73  0.48
C -1.99 -0.19 -0.47  -0.17
N -1.31 -1.14 -0.02  -0.44
N -0.53 -2.09 -0.73  1.09
O 0.66 -2.02 -0.55  -0.56
O -1.18 -2.94 -1.22  -0.56
H -2.66 0.32 0.21  0.25
H -1.96 0.31 -1.38  0.37

Gap between HOMO and LUMO, eV: 9.3
Total charge: 0
LUMO level, eV: -1.31
Energy above the lowest of the compared OMol25 structures with the same formula, charge and spin, eV: 9.267

---

Record 3
Molecular formula: C4H7BMnO4
Method: DFT, the ωB97M-V functional and the def2-TZVPD basis

Last column: Löwdin spin population.
Cartesian coordinates (Å):
O 0.25 -2.56 0.65  0.00
C -0.39 -1.40 0.49  0.00
O -1.83 -1.37 0.15  0.00
C -1.91 -0.40 -1.00  0.00
C -1.15 0.90 -0.28  0.00
C 0.09 0.16 0.56  0.02
B 1.58 0.21 -0.14  0.00
O 1.94 -0.46 -1.42  0.00
O 2.68 0.98 0.55  0.06
H -3.05 -0.29 -1.28  0.00
H -1.14 -0.69 -1.86  0.00
H -0.66 1.59 -1.10  0.00
H -1.82 1.58 0.44  0.00
H 0.22 0.56 1.66  0.01
H 1.07 -0.52 -1.93  0.00
H 2.57 0.73 1.53  0.00
Mn 1.55 0.99 2.97  4.89

Gap between HOMO and LUMO (spin up / spin down), eV: 4.5 / 4.6
Total charge: +2
LUMO level (spin up / spin down), eV: -13.42 / -13.33
Expectation value of S²: 8.75
2S+1: 6

---

Record 4
Molecular formula: C3H3ClS
Method: DFT, the ωB97M-V functional and the def2-TZVPD basis

Last column: Löwdin spin population.
Cartesian coordinates (Å):
C -1.44 -1.03 -0.03  0.41
C -0.72 0.00 0.00  0.29
C 1.12 0.65 -0.28  0.18
S -2.05 0.38 1.07  1.02
Cl 2.10 -0.04 0.97  0.05
H -1.58 -2.12 -0.34  0.03
H 1.07 1.68 -0.13  0.01
H 1.51 0.48 -1.26  0.01

Gap between HOMO and LUMO (spin up / spin down), eV: 6.3 / 8.2
Total charge: 0
LUMO level (spin up / spin down), eV: 0.78 / -1.68
Expectation value of S²: 2.01
Energy above the lowest of the compared OMol25 structures with the same formula, charge and spin, eV: 2.874
2S+1: 3

---

Record 5
Molecular formula: C4H11NO2
Method: DFT, the ωB97M-V functional and the def2-TZVPD basis

Last column: Mulliken charge in e.
Cartesian coordinates (Å):
C 0.66 0.97 -1.63  -0.69
C -0.27 1.01 -0.68  -0.34
C -1.67 0.38 -0.82  0.61
C -2.39 0.17 -1.93  -0.85
N -2.19 0.20 0.48  -0.52
H 1.43 1.82 -1.78  0.22
H 0.60 0.20 -2.47  0.26
H -0.11 1.37 0.36  0.37
H -2.06 0.28 -3.01  0.27
H -3.26 -0.55 -1.87  0.21
H -3.06 -0.24 0.66  0.22
H -1.60 -0.22 1.14  0.21
O 3.22 -1.96 1.10  -0.62
H 3.96 -2.57 1.31  0.31
H 2.45 -2.49 0.96  0.31
O 1.29 0.29 3.02  -0.63
H 2.13 0.83 2.97  0.33
H 0.89 0.53 2.18  0.32

Gap between HOMO and LUMO, eV: 9.1
Total charge: 0
LUMO level, eV: 0.65
Energy above the lowest of the compared OMol25 structures with the same formula, charge and spin, eV: 3.167

---

Record 6
Molecular formula: C4H3ClNO
Method: DFT, the ωB97M-V functional and the def2-TZVPD basis

Last column: Mulliken charge in e.
Cartesian coordinates (Å):
C 0.97 -1.29 0.69  -0.11
C 0.81 0.12 -0.76  0.32
C -1.21 -0.85 0.22  0.55
C -0.62 0.40 -0.30  -0.39
N -0.22 -1.54 0.89  -0.21
O 1.58 0.48 -1.55  -0.26
Cl -2.80 -1.20 0.05  0.04
H 1.81 -1.73 1.42  0.34
H -0.35 1.08 0.54  0.33
H -1.24 0.81 -1.15  0.39

Gap between HOMO and LUMO (spin up / spin down), eV: 7.3 / 7.3
Total charge: +1
LUMO level (spin up / spin down), eV: -7.27 / -7.27
Energy above the lowest of the compared OMol25 structures with the same formula, charge and spin, eV: 0.144

---

Record 7
Molecular formula: C3H7INO
Method: DFT, the ωB97M-V functional and the def2-TZVPD basis

Last column: Mulliken charge in e.
Cartesian coordinates (Å):
I 3.31 0.05 1.75  -0.87
C -0.81 0.56 1.60  -0.94
C -0.80 0.37 0.10  0.64
O -1.73 0.77 -0.60  -0.69
N 0.26 -0.30 -0.42  0.03
C 0.28 -0.68 -1.81  -0.88
H 0.11 1.08 1.89  0.26
H -0.90 -0.38 2.12  0.26
H -1.69 1.18 1.77  0.28
H 1.07 -0.43 0.17  0.05
H -0.43 -1.47 -2.07  0.23
H 1.32 -0.91 -2.04  0.35
H 0.01 0.15 -2.46  0.28

Gap between HOMO and LUMO, eV: 7.6
Total charge: -1
LUMO level, eV: 3.66
Energy above the lowest of the compared OMol25 structures with the same formula, charge and spin, eV: 0.086

---

Record 8
Molecular formula: C26H27Br2ClHfN9O4
Method: DFT, the ωB97M-V functional and the def2-TZVPD basis

Last column: Mulliken charge in e.
Cartesian coordinates (Å):
Hf 11.73 12.72 12.98  0.14
N 9.95 11.58 15.77  0.39
C 11.29 11.77 16.09  -0.30
C 11.65 11.50 17.42  -0.87
C 13.02 11.70 17.84  -0.85
C 13.89 12.22 16.88  -0.77
C 13.42 12.54 15.61  -0.19
N 12.16 12.24 15.18  1.30
C 9.23 11.69 14.61  0.51
C 7.85 11.36 14.69  -0.96
C 7.02 11.66 13.68  -0.62
C 7.55 12.35 12.55  -1.21
C 8.83 12.66 12.55  -0.08
N 9.69 12.32 13.54  1.55
H 9.46 11.16 16.56  0.28
H 10.86 11.21 18.06  0.64
H 13.33 11.55 18.87  0.47
H 14.91 12.38 17.08  0.60
H 14.28 12.90 14.85  -0.07
H 7.69 10.72 15.57  0.48
H 6.01 11.22 13.59  0.43
H 6.92 12.52 11.73  0.64
H 9.19 13.22 11.69  0.11
O 15.54 13.14 12.51  -0.53
Cl 14.37 12.88 11.84  1.80
O 13.59 11.80 12.57  -0.62
O 14.44 12.56 10.51  -0.54
O 13.43 14.04 12.03  -0.63
Br 10.17 6.01 11.95  -0.01
C 10.66 7.74 12.23  -0.18
C 11.14 8.15 13.53  -0.90
C 11.42 9.48 13.66  -0.38
N 11.39 10.43 12.66  0.34
C 10.96 9.98 11.43  1.24
C 10.63 8.63 11.22  -1.04
C 11.01 10.95 10.37  0.66
C 11.05 10.60 9.08  -0.82
C 11.11 11.58 8.04  -0.39
Br 11.01 11.15 6.21  0.00
C 11.30 12.88 8.41  -0.83
C 11.35 13.15 9.72  -0.06
N 11.22 12.28 10.74  0.57
H 11.12 7.55 14.49  0.42
H 11.86 9.94 14.54  0.52
H 10.47 8.34 10.18  0.52
H 10.89 9.53 8.85  0.41
H 11.34 13.66 7.69  0.55
H 11.54 14.18 10.05  0.28
C 12.50 15.80 14.11  -1.25
N 11.28 14.86 13.82  1.94
C 10.48 15.00 15.19  -1.41
N 10.09 16.35 15.49  0.15
C 11.32 17.07 15.73  -0.69
N 12.09 17.12 14.47  0.12
C 11.33 17.73 13.38  -0.67
N 10.10 16.97 13.11  0.20
C 10.43 15.62 12.77  -1.00
C 9.28 16.90 14.31  -0.61
H 13.14 15.81 13.24  0.33
H 12.88 15.37 15.03  0.57
H 11.16 14.74 15.96  0.64
H 9.53 14.46 15.23  0.12
H 11.93 16.56 16.47  0.41
H 11.10 18.09 16.03  0.34
H 11.83 17.84 12.38  0.29
H 11.07 18.75 13.74  0.35
H 11.13 15.75 11.95  0.34
H 9.56 14.97 12.55  0.18
H 8.44 16.22 14.13  0.32
H 8.94 17.90 14.58  0.36

Gap between HOMO and LUMO, eV: 6.9
Total charge: +3
LUMO level, eV: -9.64
Energy above the lowest of the compared OMol25 structures with the same formula, charge and spin, eV: 0.658

---

Record 9
Molecular formula: C2H7NS
Method: DFT, the ωB97M-V functional and the def2-TZVPD basis

Last column: Mulliken charge in e.
Cartesian coordinates (Å):
C 0.00 0.28 1.34  -0.41
C 0.94 0.20 0.15  -0.55
S -0.01 0.24 -1.37  -0.27
N -0.94 -0.79 1.22  -0.54
H 0.45 0.05 2.32  0.30
H -0.44 1.36 1.44  0.25
H 1.63 1.03 0.06  0.31
H 1.51 -0.82 0.13  0.31
H 1.05 -1.48 -1.72  0.16
H -1.73 -0.61 1.84  0.22
H -1.31 -0.70 0.32  0.23

Gap between HOMO and LUMO, eV: 7.8
Total charge: 0
LUMO level, eV: -1.40
Energy above the lowest of the compared OMol25 structures with the same formula, charge and spin, eV: 3.194

---

Record 10
Molecular formula: C10H32N3O9
Method: DFT, the ωB97M-V functional and the def2-TZVPD basis

Last column: Mulliken charge in e.
Cartesian coordinates (Å):
N 0.62 0.72 -1.48  0.73
O 0.47 1.40 -0.48  -0.74
O 0.97 1.21 -2.56  -0.82
O 0.41 -0.49 -1.42  -0.46
C 3.71 0.89 -5.01  -0.58
O 2.36 0.52 -5.04  -0.44
H 4.11 0.37 -5.88  0.22
H 3.89 1.96 -5.11  0.25
H 4.22 0.90 -4.05  0.26
H 1.93 0.76 -4.21  0.40
C 2.33 2.11 2.62  -0.79
O 1.23 1.28 2.36  -0.38
H 2.69 1.89 3.62  0.26
H 3.08 1.76 1.91  0.32
H 2.24 3.18 2.41  0.29
H 1.03 1.36 1.43  0.27
C -1.71 -0.43 -4.38  -0.35
O -1.65 -1.49 -3.54  -0.53
H -0.71 -0.25 -4.76  0.08
H -2.25 -0.63 -5.31  0.26
H -2.15 0.39 -3.80  0.20
H -0.87 -1.36 -3.00  0.30
C -2.31 3.36 1.01  0.52
O -2.54 3.25 -0.18  -0.66
N -3.30 3.70 1.81  -0.38
N -1.14 3.06 1.57  -0.22
H -4.12 4.09 1.38  0.24
H -3.04 3.79 2.78  0.18
H -0.84 2.87 2.52  0.26
H -0.53 2.64 0.88  0.16
C 2.63 -4.02 1.33  -1.57
C 1.42 -3.12 0.86  0.74
C 1.65 -1.72 1.47  -0.68
O 1.48 -3.05 -0.59  -0.59
H 3.60 -3.60 1.08  0.35
H 2.49 -4.98 0.83  0.36
H 2.74 -4.16 2.40  0.38
H 0.50 -3.63 1.13  0.14
H 2.54 -1.12 1.27  0.39
H 1.74 -1.84 2.54  0.46
H 0.81 -1.09 1.19  -0.29
H 1.15 -2.16 -0.69  0.37
C -2.43 -0.33 0.52  -1.19
C -2.39 -0.38 2.08  1.18
C -3.28 -1.52 2.57  -1.73
O -1.16 -0.62 2.68  -0.50
H -1.99 0.56 0.07  0.02
H -3.44 0.01 0.30  0.52
H -2.30 -1.26 -0.03  0.37
H -2.80 0.57 2.43  -0.03
H -4.28 -1.41 2.16  0.40
H -3.32 -1.63 3.65  0.38
H -2.92 -2.45 2.12  0.38
H -0.62 0.16 2.54  0.29

Gap between HOMO and LUMO, eV: 8.9
Total charge: -1
LUMO level, eV: 2.70

---

Record 11
Molecular formula: C4H10NOP
Method: DFT, the ωB97M-V functional and the def2-TZVPD basis

Last column: Mulliken charge in e.
Cartesian coordinates (Å):
C -3.17 0.22 -0.29  -0.27
N -2.03 -0.29 -0.32  -0.40
C -0.97 0.69 -0.29  -0.40
C 0.12 0.19 0.73  -0.78
C 1.09 -0.97 0.37  -0.55
P 2.64 -0.25 -0.23  0.34
O 3.29 0.78 0.58  -0.61
H -3.56 1.20 -0.38  0.25
H -3.93 -0.43 -0.19  0.29
H -1.46 1.70 -0.03  0.34
H -0.35 0.76 -1.16  0.28
H 0.82 1.12 1.03  0.38
H -0.53 -0.17 1.52  0.33
H 1.47 -1.62 1.13  0.38
H 0.61 -1.74 -0.45  0.30
H 3.40 -1.37 -0.48  0.06
H 2.55 0.17 -1.55  0.06

Gap between HOMO and LUMO, eV: 11.3
Total charge: 0
LUMO level, eV: 1.01
Energy above the lowest of the compared OMol25 structures with the same formula, charge and spin, eV: 2.425

---

Record 12
Molecular formula: C11H11IO2
Method: DFT, the ωB97M-V functional and the def2-TZVPD basis

Last column: Mulliken charge in e.
Cartesian coordinates (Å):
C 1.46 -2.52 -0.02  -0.58
C 0.23 -2.96 -0.59  -0.78
C 1.72 -1.23 0.47  -0.41
C -0.82 -2.09 -0.34  -0.42
C 0.59 -0.41 0.72  0.15
C -0.70 -0.85 0.27  0.28
C -1.03 1.23 1.41  -0.72
C 0.45 1.07 1.00  -0.51
C 0.43 1.83 -0.35  0.34
C -0.56 1.34 -1.38  -0.67
C -1.65 0.14 0.53  -0.50
O 0.38 3.22 -0.02  -0.55
O -0.24 0.39 -2.29  -0.47
I -3.60 0.02 0.01  0.18
H 2.29 -3.10 -0.35  0.39
H 0.12 -3.96 -0.93  0.46
H 2.72 -0.99 0.91  0.33
H -1.77 -2.29 -0.62  0.39
H -1.29 0.99 2.48  0.32
H -1.32 2.19 1.31  0.54
H 1.22 1.64 1.52  0.72
H 1.51 1.58 -0.62  0.29
H -1.49 1.77 -1.76  0.51
H 1.03 3.36 0.61  0.38
H 0.31 -0.35 -1.96  0.32

Gap between HOMO and LUMO (spin up / spin down), eV: 7.4 / 6.9
Total charge: 0
LUMO level (spin up / spin down), eV: 0.46 / -0.28
Energy above the lowest of the compared OMol25 structures with the same formula, charge and spin, eV: 2.647

---

Q: Among the records above, which one has the highest total charge?
A: C26H27Br2ClHfN9O4

---

Q: Look up the total charge of the second one.
A: 0

---

Please write out number 1 again, unchanged.
Molecular formula: C18H20BF4IrN3SeSi
Method: DFT, the ωB97M-V functional and the def2-TZVPD basis

Last column: Mulliken charge in e.
Cartesian coordinates (Å):
Ir -0.79 -0.19 -0.68  0.68
C -2.58 -3.97 0.44  -0.96
C -2.16 -4.07 1.76  -0.49
C -1.41 -3.04 2.31  -0.91
C -1.09 -1.95 1.53  0.79
N -1.49 -1.87 0.24  0.33
C -2.22 -2.85 -0.29  -0.03
C -0.30 -0.79 2.02  0.45
C 0.16 -0.56 3.30  -0.78
C 0.86 0.61 3.56  -0.83
C 1.09 1.54 2.55  -0.79
C 0.60 1.27 1.28  0.48
N -0.07 0.13 1.07  -0.07
C 0.73 2.11 0.07  0.84
C 1.42 3.30 0.02  -0.92
C 1.49 4.00 -1.18  -0.44
C 0.88 3.48 -2.30  -0.92
C 0.20 2.27 -2.19  0.16
N 0.13 1.61 -1.04  0.29
H -3.17 -4.75 -0.02  0.44
H -2.42 -4.93 2.35  0.47
H -1.08 -3.10 3.34  0.42
H -2.51 -2.71 -1.32  0.65
H -0.02 -1.28 4.09  0.44
H 1.23 0.80 4.55  0.45
H 1.63 2.45 2.76  0.44
H 1.90 3.69 0.91  0.40
H 2.03 4.94 -1.23  0.46
H 0.92 3.98 -3.25  0.41
H -0.31 1.82 -3.03  0.52
C 1.41 -4.58 -1.67  -1.03
Si 1.17 -2.99 -2.63  0.53
C -0.48 -3.02 -3.51  -0.97
C 2.56 -2.73 -3.83  -1.05
Se 1.37 -1.27 -1.09  -0.29
H 1.37 -5.44 -2.35  0.35
H 0.63 -4.70 -0.92  0.27
H 2.37 -4.59 -1.16  0.31
H -0.32 -3.45 -4.51  0.47
H -0.94 -2.04 -3.65  0.15
H -1.19 -3.67 -3.00  0.29
H 2.65 -3.60 -4.49  0.34
H 3.51 -2.61 -3.31  0.32
H 2.40 -1.85 -4.44  0.28
F -2.83 1.82 -2.67  -0.30
B -3.06 0.62 -2.09  0.46
F -2.82 0.73 -0.65  -0.38
F -4.22 -0.01 -2.33  -0.30
F -1.91 -0.28 -2.46  -0.42

Gap between HOMO and LUMO, eV: 6.6
Total charge: +1
LUMO level, eV: -4.20
Energy above the lowest of the compared OMol25 structures with the same formula, charge and spin, eV: 0.000

---

Q: Among the records above, which one has the highest total charge?
A: C26H27Br2ClHfN9O4